Record 1
92
Properties=species:S:1:pos:R:3 method="wB97M-V/def2-TZVPD" energy_ha=-5112.90452 multiplicity=1 e_above_lowest_ev=0.835 lumo_energy_ev=0.24 gap_ev=9.0321 smiles=COCCNCCOC.COCCNCCOC.ClCCCl.ClCCCl.ClCCCl.ClCCCl.CO.CO max_force_ha_per_bohr=0.036
C -8.17 -4.95 -1.24
O -8.29 -3.99 -0.24
C -8.72 -2.70 -0.70
C -8.80 -1.62 0.41
N -7.74 -1.59 1.39
C -6.48 -1.24 0.69
C -5.22 -1.31 1.59
O -4.91 -2.63 2.11
C -3.74 -2.70 2.97
H -7.44 -5.71 -0.93
H -7.74 -4.62 -2.18
H -9.09 -5.52 -1.36
H -9.71 -2.78 -1.15
H -8.22 -2.35 -1.60
H -9.79 -1.75 0.86
H -8.87 -0.63 -0.03
H -7.63 -2.55 1.67
H -6.55 -0.18 0.45
H -6.28 -1.82 -0.21
H -5.42 -0.70 2.47
H -4.37 -0.97 1.00
H -3.89 -2.39 4.00
H -2.93 -2.10 2.56
H -3.42 -3.74 3.00
C 2.76 -3.93 -3.52
O 1.44 -4.27 -3.82
C 0.48 -3.34 -3.35
C -0.85 -3.78 -3.93
N -1.10 -5.20 -3.85
C -2.29 -5.62 -4.64
C -2.50 -7.13 -4.69
O -1.59 -7.77 -5.58
C -1.70 -9.18 -5.38
H 3.06 -2.97 -3.96
H 3.46 -4.67 -3.90
H 2.94 -3.90 -2.44
H 0.67 -2.29 -3.56
H 0.38 -3.45 -2.27
H -0.99 -3.38 -4.93
H -1.63 -3.32 -3.32
H -0.37 -5.77 -4.26
H -2.41 -5.24 -5.66
H -3.19 -5.19 -4.20
H -3.50 -7.38 -5.05
H -2.57 -7.55 -3.69
H -1.21 -9.73 -6.19
H -2.75 -9.35 -5.62
H -1.24 -9.59 -4.48
Cl 0.93 6.20 -5.31
C 0.09 5.29 -4.01
C -1.24 4.84 -4.49
Cl -1.95 3.64 -3.41
H -0.01 5.98 -3.18
H 0.76 4.46 -3.77
H -1.07 4.28 -5.40
H -1.99 5.61 -4.68
Cl 2.33 2.85 1.02
C 3.98 3.17 1.65
C 5.00 2.92 0.56
Cl 6.70 3.07 1.20
H 4.06 2.51 2.51
H 4.03 4.23 1.91
H 4.93 3.67 -0.24
H 4.94 1.90 0.19
Cl 5.47 9.41 -0.49
C 6.38 9.61 1.03
C 7.79 10.04 0.70
Cl 7.71 11.56 -0.21
H 6.40 8.69 1.61
H 5.78 10.30 1.63
H 8.30 9.27 0.12
H 8.30 10.10 1.66
Cl 12.68 -2.37 4.25
C 11.11 -2.91 4.95
C 10.02 -2.06 4.36
Cl 9.59 -2.67 2.72
H 11.18 -2.70 6.02
H 11.08 -4.00 4.93
H 10.28 -1.00 4.37
H 9.14 -2.22 4.99
C 0.85 2.26 7.78
O 1.48 3.50 7.98
H 1.22 1.75 6.89
H 1.00 1.77 8.75
H -0.22 2.33 7.55
H 1.08 3.89 8.76
C 0.00 8.86 3.79
O -0.02 9.86 2.73
H -0.63 9.37 4.52
H -0.55 7.94 3.58
H 1.01 8.59 4.08
H 0.14 10.70 3.18

***

Record 2
64
Properties=species:S:1:pos:R:3 method="wB97M-V/def2-TZVPD" energy_ha=-1195.39029 multiplicity=1 e_above_lowest_ev=21.802 lumo_energy_ev=0.36 gap_ev=8.1416 max_force_ha_per_bohr=0.368
C -2.30 2.20 5.37
C -2.23 3.12 4.07
C -2.66 2.26 2.81
C -2.47 3.00 1.50
C -2.51 2.20 0.21
C -1.34 1.24 -0.14
H -0.69 0.99 0.82
C -1.68 0.00 -0.92
N -0.48 -0.29 -1.70
C 0.22 0.85 -1.83
O 1.06 0.80 -2.59
C -0.61 1.97 -1.42
C 0.52 3.24 -0.80
C 1.18 2.66 0.31
O 1.10 2.95 1.39
N 2.41 1.95 -0.10
H 2.54 1.83 -1.02
C 3.41 1.39 0.77
C 3.19 0.07 0.58
C 3.73 -0.78 -0.48
C 3.78 -2.03 -0.73
C 3.12 -3.01 0.40
C 2.59 -2.24 1.52
C 2.69 -0.97 1.70
H 2.26 -0.17 2.27
H 2.24 -2.70 2.36
H 3.34 -3.86 0.39
H 3.97 -2.51 -1.59
H 4.25 -0.22 -1.28
H 4.37 1.80 0.52
H 3.04 1.82 1.65
H 0.97 3.54 -1.76
H -0.33 3.96 -0.41
H -1.11 2.38 -2.03
C -0.06 -1.62 -2.12
C -1.30 -2.06 -3.26
C -0.58 -3.22 -3.96
C -0.54 -4.61 -2.60
C 0.43 -4.00 -1.68
C -0.14 -2.84 -1.10
H 0.64 -2.38 -0.06
H -1.10 -3.12 -0.55
H 0.60 -4.83 -0.92
H 1.61 -3.85 -2.03
H -0.09 -5.39 -3.37
H -1.44 -4.52 -2.25
H -1.24 -3.64 -4.50
H 0.45 -3.10 -4.16
H -1.23 -1.19 -4.09
H -2.12 -2.33 -2.87
H 0.82 -1.40 -2.60
H -1.89 -0.80 -0.11
H -2.67 0.19 -1.46
H -3.01 2.67 -0.46
H -3.49 1.35 0.63
H -1.67 3.33 1.54
H -3.19 3.74 1.46
H -3.52 1.61 2.89
H -1.92 1.31 2.71
H -2.99 3.77 4.32
H -1.12 3.52 3.85
H -2.04 2.83 6.22
H -3.27 1.90 5.41
H -1.51 1.21 5.26

***

Record 3
45
Properties=species:S:1:pos:R:3 method="wB97M-V/def2-TZVPD" energy_ha=-4727.36790 multiplicity=1 lumo_energy_ev=-6.56 total_charge=+1 gap_ev=5.6059 max_force_ha_per_bohr=0.077
C -6.47 4.14 3.55
C -6.01 3.57 2.06
O -4.59 3.21 2.18
C -3.95 2.99 0.87
S -3.76 4.52 -0.19
O -2.09 4.85 -0.29
Br -4.38 3.91 -2.26
H -5.78 3.55 4.32
H -7.59 3.94 3.80
H -6.14 5.26 3.62
H -6.25 4.41 1.28
H -6.72 2.65 1.82
H -4.46 2.12 0.24
H -2.85 2.60 1.10
H -1.83 5.46 0.46
O -0.75 0.95 1.18
S -0.14 1.18 -0.12
O -0.10 0.17 -1.14
O 1.37 1.77 0.10
C 2.28 1.02 0.90
C 2.80 -0.19 0.14
C -0.85 2.65 -0.81
H 1.81 0.72 1.84
H 3.11 1.68 1.14
H 2.01 -0.92 -0.04
H 3.59 -0.69 0.71
H 3.21 0.11 -0.83
H -0.85 3.44 -0.06
H -1.88 2.42 -1.11
H -0.27 2.95 -1.69
O 3.38 -3.50 -0.04
S 4.03 -4.75 -0.38
O 5.46 -4.85 -0.56
O 3.29 -5.39 -1.69
C 3.19 -4.59 -2.87
C 4.51 -4.51 -3.60
C 3.53 -5.99 0.78
H 2.81 -3.60 -2.63
H 2.45 -5.08 -3.51
H 5.26 -3.96 -3.01
H 4.40 -4.00 -4.56
H 4.92 -5.51 -3.78
H 2.44 -5.96 0.90
H 4.01 -5.77 1.74
H 3.85 -6.97 0.42

***

Record 4
79
Properties=species:S:1:pos:R:3 method="wB97M-V/def2-TZVPD" energy_ha=-3603.04709 multiplicity=1 e_above_lowest_ev=0.000 lumo_energy_ev=0.03 gap_ev=10.0005 max_force_ha_per_bohr=0.039
Be -0.30 -0.14 -0.06
N 1.69 -1.45 -1.42
O 1.57 -1.64 -0.18
O 2.76 -1.36 -1.99
O 0.60 -1.25 -2.03
N -1.54 1.52 1.60
O -2.09 2.33 2.33
O -1.80 0.30 1.65
O -0.68 1.84 0.73
C 5.74 1.28 -1.25
C 4.23 1.15 -1.13
O 3.60 2.39 -0.76
C 2.34 2.33 -0.39
O 1.64 1.37 -0.57
C 1.79 3.63 0.21
F 2.63 4.67 0.18
F 0.72 3.95 -0.52
F 1.45 3.43 1.48
H 6.05 1.87 -0.39
H 6.00 1.75 -2.20
H 6.21 0.30 -1.21
H 4.07 0.41 -0.35
H 3.81 0.86 -2.09
C 2.14 1.26 -5.10
C 1.40 1.24 -3.79
O 0.25 2.10 -3.84
C -0.68 2.01 -2.93
O -0.75 1.16 -2.07
C -1.91 2.93 -3.21
F -2.96 2.15 -3.43
F -2.14 3.68 -2.13
F -1.67 3.71 -4.25
H 2.97 0.55 -5.09
H 2.56 2.22 -5.39
H 1.57 0.93 -5.96
H 1.98 1.64 -2.96
H 1.21 0.20 -3.52
C -0.08 1.57 4.91
C 0.16 0.08 5.01
O 1.48 -0.24 4.54
C 1.70 -0.35 3.25
O 0.90 -0.10 2.39
C 3.00 -1.14 2.94
F 3.60 -0.59 1.89
F 3.85 -1.14 3.97
F 2.70 -2.42 2.70
H 0.08 2.05 3.95
H 0.44 2.07 5.73
H -1.12 1.75 5.21
H -0.59 -0.54 4.52
H 0.15 -0.09 6.08
C -4.12 2.07 -0.24
C -4.81 0.76 0.11
O -4.95 -0.10 -1.02
C -3.86 -0.66 -1.52
O -2.76 -0.59 -1.05
C -4.25 -1.49 -2.76
F -5.55 -1.60 -2.94
F -3.67 -0.97 -3.85
F -3.73 -2.72 -2.62
H -3.95 2.59 0.71
H -4.72 2.68 -0.92
H -3.18 2.01 -0.77
H -5.76 1.02 0.55
H -4.21 0.32 0.91
C 1.05 -5.63 1.66
C 0.44 -4.33 1.16
O -0.97 -4.42 1.42
C -1.68 -3.34 1.22
O -1.26 -2.31 0.77
C -3.16 -3.44 1.65
F -3.42 -2.52 2.56
F -3.92 -3.30 0.56
F -3.47 -4.65 2.15
H 0.60 -6.48 1.14
H 0.94 -5.76 2.74
H 2.13 -5.66 1.50
H 0.67 -4.19 0.11
H 0.83 -3.49 1.73

***

Record 5
19
Properties=species:S:1:pos:R:3 method="wB97M-V/def2-TZVPD" energy_ha=-310.89891 multiplicity=1 e_above_lowest_ev=4.364 lumo_energy_ev=0.31 gap_ev=8.4973 max_force_ha_per_bohr=0.008
C 3.15 -0.28 -0.49
O 1.86 -0.42 -1.03
C 0.87 -0.45 -0.04
C -1.50 0.31 1.25
C -2.14 1.57 0.82
C -0.48 -0.55 -0.74
C -1.68 -0.76 0.23
H 3.40 -1.12 0.18
H 3.24 0.66 0.09
H 3.86 -0.25 -1.32
H 1.02 -1.30 0.65
H 0.92 0.47 0.58
H -1.59 2.46 1.16
H -3.06 1.56 1.42
H -2.44 1.68 -0.24
H -0.44 -1.40 -1.44
H -0.63 0.35 -1.34
H -1.61 -1.76 0.66
H -2.60 -0.69 -0.38

***

Record 6
32
Properties=species:S:1:pos:R:3 method="wB97M-V/def2-TZVPD" energy_ha=-2128.80147 multiplicity=6 lumo_energy_ev="2.98 / 2.91" total_charge=-1 gap_ev="5.1366 / 6.1059" max_force_ha_per_bohr=0.081 s_squared=8.796
C 2.35 2.46 -0.88
C 3.05 1.35 -1.47
C 3.45 0.47 -0.42
C 2.96 1.00 0.84
C 2.25 2.24 0.54
Fe 1.40 0.56 -0.35
C 0.59 -0.20 -1.99
C -0.15 1.08 -1.75
C -0.38 2.05 -2.74
N -0.39 1.20 -0.44
H 4.09 -0.40 -0.54
H 3.33 1.26 -2.52
H 3.19 0.62 1.83
H 1.80 2.91 1.27
H 2.02 3.35 -1.42
H 1.22 -0.27 -2.88
H -1.05 1.88 -0.08
H 0.00 -1.10 -1.79
H -0.40 1.70 -3.77
H -0.50 3.11 -2.49
Te 0.85 -1.38 0.91
C -1.22 -1.69 1.38
C -1.79 -2.85 0.81
C -3.04 -3.29 1.25
C -3.74 -2.55 2.21
C -3.21 -1.35 2.71
C -1.95 -0.90 2.27
H -1.24 -3.40 0.03
H -3.46 -4.22 0.86
H -4.70 -2.92 2.58
H -3.78 -0.77 3.44
H -1.55 0.05 2.62

***

Record 7
22
Properties=species:S:1:pos:R:3 method="wB97M-V/def2-TZVPD" energy_ha=-3763.74622 multiplicity=1 lumo_energy_ev=-1.88 gap_ev=6.1819 max_force_ha_per_bohr=0.040
O 0.52 -1.58 -0.75
S 0.61 -0.46 0.20
O 1.07 -1.00 1.49
Ga 2.21 1.15 -0.50
S 3.79 1.45 1.10
C -1.13 0.14 0.59
F -1.86 -0.96 0.87
F -1.05 0.87 1.70
C -1.84 0.88 -0.57
F -0.97 1.35 -1.46
F -2.66 0.03 -1.20
C -2.72 2.06 -0.08
F -1.99 3.05 0.43
F -3.60 1.61 0.83
F -3.41 2.54 -1.12
H 1.48 2.48 -0.96
H 2.88 0.46 -1.76
H 3.60 2.75 1.36
O 1.45 -4.25 0.08
H 0.79 -4.94 0.30
H 1.10 -3.34 0.29
H 1.73 -4.30 -0.85